# 1
The following is a quantum chemistry calculation of C19H18N7O5S6SbW as an isolated structure at a distorted geometry, from the Open Molecules 2025 dataset.

Last column: Löwdin charge in e.
Element x y z (Å)
W (-0.396, -0.195, -1.036)  1.0827
N (-3.629, -3.058, -0.441)  0.1008
C (-2.616, -2.201, -0.182)  -0.8543
S (-1.059, -2.548, -0.894)  0.6241
N (-2.784, -1.206, 0.625)  0.0260
N (-1.575, -0.519, 0.777)  -0.1922
C (-1.405, -0.013, 1.950)  -0.0433
C (-0.228, 0.644, 2.428)  -0.1689
C (-0.083, 0.924, 3.791)  -0.0076
C (1.075, 1.503, 4.258)  -0.0677
C (2.104, 1.819, 3.368)  -0.0557
C (1.980, 1.571, 2.015)  0.0180
C (0.808, 0.976, 1.558)  -0.2922
O (0.670, 0.730, 0.253)  -0.2811
H (-3.554, -3.656, -1.245)  0.0921
H (-4.550, -2.793, -0.133)  0.1088
H (-2.225, -0.161, 2.646)  0.1505
H (-0.887, 0.670, 4.469)  0.1234
H (1.190, 1.711, 5.313)  0.1049
H (3.016, 2.265, 3.742)  0.1084
H (2.764, 1.807, 1.311)  0.1252
S (-0.391, 0.549, -5.781)  -0.0762
Sb (-0.316, -0.947, -4.142)  0.0361
S (-2.148, -0.279, -2.500)  0.2208
S (1.398, -0.402, -2.404)  0.2537
S (-0.212, -3.169, -4.412)  -0.1472
O (-2.086, 2.685, 1.569)  0.0940
C (-1.742, 2.894, 0.427)  -0.4732
N (-1.765, 1.945, -0.588)  -0.1547
S (-1.315, 2.610, -1.990)  0.6055
O (-2.275, 2.799, -3.025)  -0.2718
O (-0.116, 1.781, -2.294)  -0.5980
C (-0.808, 4.169, -1.370)  -0.2161
C (-0.222, 5.237, -2.020)  -0.0182
C (-0.020, 6.384, -1.265)  -0.0579
C (-0.410, 6.447, 0.073)  -0.0543
C (-0.999, 5.359, 0.701)  0.0095
C (-1.187, 4.209, -0.047)  -0.1290
H (0.063, 5.182, -3.062)  0.1269
H (0.449, 7.246, -1.722)  0.1091
H (-0.251, 7.364, 0.624)  0.1078
H (-1.302, 5.388, 1.739)  0.1248
C (1.921, -6.025, -0.722)  -0.0330
N (1.971, -4.739, -0.063)  -0.0945
C (1.450, -4.458, 1.257)  -0.0464
C (1.297, -2.936, 1.202)  -0.5281
O (0.843, -2.266, 2.103)  0.0586
N (1.704, -2.481, -0.029)  0.0700
C (2.069, -3.555, -0.713)  -0.4656
N (2.540, -3.512, -1.970)  0.1997
H (1.705, -6.787, 0.022)  0.0925
H (2.882, -6.273, -1.178)  0.0910
H (1.139, -6.060, -1.487)  0.0958
H (2.150, -4.742, 2.045)  0.1353
H (0.480, -4.923, 1.446)  0.1349
H (2.422, -2.631, -2.449)  0.0045
H (2.465, -4.331, -2.548)  0.0917

Computed properties:
Multiplicity: 1
E_HOMO, eV: -8.3
Gap between HOMO and LUMO, eV: 6.1
ΔE to the lowest compared entry with this formula, charge and spin, kJ/mol: 158.8

---

# 2
The following is a quantum chemistry calculation of an isolated ion of composition C5H10N3 and charge +1 at a distorted geometry, from the Open Molecules 2025 dataset.

Last column: Löwdin charge in e.
Element x y z (Å)
C (-0.335, -1.976, -0.575)  -0.0121
C (-0.319, -0.749, 0.039)  -0.2049
N (-1.246, -0.064, 0.697)  0.1639
C (-1.003, 1.208, 1.054)  -0.3033
N (-1.878, 2.126, 1.513)  0.1748
C (0.280, 1.380, 0.520)  -0.0037
N (0.731, 0.295, -0.107)  -0.0662
C (1.879, 0.206, -0.847)  -0.0563
H (0.519, -2.201, -1.337)  0.1464
H (-0.272, -2.806, 0.143)  0.1152
H (-1.226, -2.316, -1.071)  0.0982
H (-2.220, -0.494, 0.728)  0.2298
H (-1.561, 3.012, 1.518)  0.0686
H (-2.616, 1.749, 2.136)  0.1454
H (0.975, 2.195, 0.791)  0.1570
H (2.634, 0.938, -0.498)  0.1163
H (2.357, -0.789, -0.959)  0.1157
H (1.865, 0.554, -1.891)  0.1152

Computed properties:
Charge: +1
Multiplicity: 1
E_HOMO, eV: -12.1
Gap between HOMO and LUMO, eV: 8.9
ΔE to the lowest compared entry with this formula, charge and spin, kJ/mol: 165.5

---

# 3
The following is a quantum chemistry calculation of a 12-piece molecular cluster, C32H88O12 overall at a distorted geometry, from the Open Molecules 2025 dataset.

Last column: Löwdin charge in e.
Element x y z (Å)
C (-3.939, -5.394, -10.088)  -0.0404
C (-2.674, -4.418, -10.003)  -0.4716
C (-1.638, -4.971, -9.024)  -0.0742
O (-2.000, -4.327, -11.260)  -0.0603
H (-4.415, -5.369, -9.108)  0.0680
H (-3.594, -6.406, -10.299)  0.0779
H (-4.565, -4.914, -10.841)  0.0668
H (-2.945, -3.435, -9.618)  0.1247
H (-0.863, -4.238, -8.800)  0.0724
H (-1.076, -5.802, -9.449)  0.0820
H (-2.167, -5.174, -8.093)  0.0764
H (-2.649, -4.148, -11.944)  0.0784
C (5.104, -0.589, -10.470)  -0.0713
C (5.563, 0.026, -9.128)  -0.4594
C (5.004, -0.806, -7.940)  -0.0636
O (6.986, 0.131, -8.972)  -0.0562
H (5.342, -1.647, -10.572)  0.0693
H (5.692, -0.253, -11.324)  0.0702
H (4.063, -0.443, -10.758)  0.0775
H (5.138, 1.030, -9.116)  0.1297
H (3.932, -0.620, -7.866)  0.0737
H (5.419, -0.476, -6.987)  0.0720
H (5.238, -1.863, -8.068)  0.0741
H (7.400, -0.728, -9.085)  0.0839
C (5.719, 3.584, 2.012)  -0.0706
C (5.569, 5.022, 1.535)  -0.5183
C (5.789, 5.111, 0.021)  -0.0510
O (4.285, 5.481, 1.817)  -0.0412
H (5.628, 3.498, 3.095)  0.0736
H (6.741, 3.240, 1.849)  0.0793
H (4.977, 2.970, 1.503)  0.0888
H (6.287, 5.591, 2.125)  0.1305
H (4.930, 5.012, -0.642)  0.0821
H (6.554, 4.420, -0.333)  0.0722
H (6.256, 6.062, -0.236)  0.0702
H (4.113, 5.183, 2.713)  0.0844
C (-5.396, 1.187, 9.915)  -0.0825
C (-5.786, 0.102, 8.979)  -0.5144
C (-4.664, -0.282, 8.070)  -0.0661
O (-6.160, -1.047, 9.759)  -0.0484
H (-5.044, 2.071, 9.384)  0.0851
H (-4.596, 0.843, 10.571)  0.0885
H (-6.164, 1.516, 10.615)  0.0797
H (-6.637, 0.467, 8.405)  0.1335
H (-3.805, -0.708, 8.588)  0.0877
H (-4.340, 0.526, 7.415)  0.0818
H (-4.962, -1.036, 7.342)  0.0794
H (-6.556, -0.723, 10.571)  0.0758
C (-0.519, 7.345, -1.942)  -0.0646
C (0.196, 8.618, -2.344)  -0.5039
C (1.204, 8.496, -3.449)  -0.0559
O (-0.797, 9.571, -2.751)  -0.0586
H (-1.223, 7.502, -1.125)  0.0797
H (0.230, 6.604, -1.661)  0.0820
H (-0.992, 6.894, -2.814)  0.0840
H (0.698, 9.015, -1.462)  0.1278
H (1.240, 9.392, -4.068)  0.0809
H (0.966, 7.666, -4.114)  0.0791
H (2.222, 8.414, -3.068)  0.0785
H (-1.583, 9.363, -2.241)  0.0711
C (-1.477, 8.443, 4.849)  -0.0461
C (-2.285, 7.460, 5.805)  -0.5042
C (-2.401, 6.117, 5.136)  -0.0719
O (-1.595, 7.222, 7.003)  -0.0532
H (-1.209, 9.408, 5.279)  0.0674
H (-2.008, 8.626, 3.915)  0.0718
H (-0.510, 7.943, 4.781)  0.0681
H (-3.222, 7.948, 6.071)  0.1351
H (-3.028, 6.246, 4.254)  0.0823
H (-2.892, 5.498, 5.888)  0.0868
H (-1.407, 5.779, 4.841)  0.0848
H (-0.880, 6.637, 6.741)  0.0792
C (-0.858, -0.539, -1.794)  -0.0653
C (-0.356, -1.015, -0.457)  -0.5095
C (-0.403, 0.049, 0.688)  -0.0524
O (-1.037, -2.163, -0.026)  -0.0428
H (-1.602, 0.238, -1.614)  0.0749
H (-1.363, -1.355, -2.311)  0.0818
H (-0.082, -0.123, -2.435)  0.0790
H (0.681, -1.271, -0.672)  0.1298
H (-1.387, 0.361, 1.038)  0.0738
H (0.151, 0.939, 0.389)  0.0726
H (0.072, -0.302, 1.605)  0.0703
H (-1.932, -1.831, 0.069)  0.0875
C (2.176, 2.336, 8.661)  -0.0569
C (3.170, 3.460, 9.058)  -0.4810
C (4.598, 2.828, 9.254)  -0.0523
O (3.278, 4.329, 7.974)  -0.0642
H (2.246, 1.589, 9.450)  0.0748
H (2.445, 1.827, 7.735)  0.0771
H (1.181, 2.758, 8.521)  0.0743
H (2.734, 4.046, 9.866)  0.1307
H (4.862, 2.172, 8.424)  0.0772
H (4.617, 2.151, 10.109)  0.0705
H (5.383, 3.579, 9.341)  0.0692
H (4.047, 4.873, 8.158)  0.0807
C (-5.512, -8.505, -3.681)  -0.0699
C (-6.041, -8.764, -2.269)  -0.4986
C (-4.940, -8.757, -1.225)  -0.0579
O (-6.857, -7.663, -1.919)  -0.0613
H (-4.789, -9.285, -3.919)  0.0745
H (-4.965, -7.574, -3.831)  0.0812
H (-6.247, -8.532, -4.486)  0.0722
H (-6.597, -9.701, -2.253)  0.1312
H (-4.134, -9.461, -1.431)  0.0787
H (-5.329, -8.985, -0.232)  0.0806
H (-4.479, -7.770, -1.267)  0.0849
H (-7.521, -7.517, -2.597)  0.0843
C (2.387, -6.679, -3.532)  -0.0691
C (2.761, -7.202, -2.150)  -0.4845
C (3.935, -6.509, -1.496)  -0.0636
O (1.636, -7.120, -1.241)  -0.0675
H (1.437, -7.088, -3.874)  0.0785
H (3.197, -6.938, -4.214)  0.0764
H (2.295, -5.592, -3.533)  0.0755
H (2.952, -8.258, -2.341)  0.1336
H (3.776, -5.479, -1.177)  0.0831
H (4.753, -6.490, -2.216)  0.0749
H (4.259, -7.156, -0.681)  0.0805
H (1.311, -6.229, -1.096)  0.0823
C (4.497, -2.873, 4.264)  -0.1566
O (5.818, -3.244, 3.874)  -0.1359
H (3.985, -2.823, 3.302)  0.0775
H (4.030, -3.569, 4.960)  0.0765
H (4.518, -1.839, 4.609)  0.0704
H (6.433, -3.287, 4.609)  0.0680
C (-7.331, -0.949, 0.117)  -0.1765
O (-6.339, -1.952, 0.247)  -0.1173
H (-7.446, -0.803, -0.957)  0.0715
H (-8.319, -1.073, 0.561)  0.0721
H (-7.019, 0.033, 0.474)  0.0747
H (-6.560, -2.765, -0.214)  0.0756

Computed properties:
Multiplicity: 1
E_HOMO, eV: -10.0
Gap between HOMO and LUMO, eV: 10.2
ΔE to the lowest compared entry with this formula, charge and spin, kJ/mol: 454.9

---

# 4
The following is a quantum chemistry calculation of C20H45N2P3S2Sc as an isolated structure at a distorted geometry, from the Open Molecules 2025 dataset.

Last column: Löwdin charge in e.
Element x y z (Å)
Sc (0.052, 0.163, -0.413)  0.1455
P (-1.632, 1.918, 0.088)  0.7386
P (-1.863, -1.762, 1.199)  0.8038
P (2.130, 1.876, -0.917)  0.6618
H (-0.705, -3.672, -0.882)  0.0381
C (0.306, -3.409, -1.201)  -0.0333
C (1.195, -2.813, -0.370)  -0.1073
H (1.019, -2.716, 0.708)  0.0209
C (-2.845, 2.234, -1.232)  -0.2127
C (-2.639, 1.821, 1.597)  -0.2353
C (-0.845, 3.533, 0.388)  -0.2312
C (-1.834, -3.569, 1.602)  -0.2453
C (-2.433, -1.308, 2.906)  -0.2653
C (-3.495, -1.708, 0.329)  -0.2591
C (3.687, 0.991, -1.246)  -0.2365
C (2.651, 3.043, 0.379)  -0.2666
C (1.989, 2.956, -2.374)  -0.2517
H (0.515, -3.603, -2.264)  0.0665
H (2.050, -2.273, -0.769)  0.0405
H (-3.441, 3.106, -0.963)  0.0756
H (-3.489, 1.354, -1.354)  0.0593
H (-2.310, 2.413, -2.172)  0.0587
H (-3.134, 2.785, 1.757)  0.0833
H (-1.988, 1.621, 2.461)  0.0235
H (-3.396, 1.036, 1.517)  0.0372
H (-1.647, 4.260, 0.537)  0.0777
H (-0.217, 3.825, -0.459)  0.0425
H (-0.222, 3.486, 1.290)  0.0444
H (-2.851, -3.906, 1.852)  0.0702
H (-1.203, -3.741, 2.485)  0.0589
H (-1.448, -4.172, 0.779)  0.0255
H (-3.315, -1.905, 3.168)  0.0751
H (-2.707, -0.256, 2.971)  0.0055
H (-1.626, -1.525, 3.617)  0.0216
H (-4.169, -2.454, 0.759)  0.0622
H (-3.322, -1.938, -0.730)  0.0458
H (-3.942, -0.713, 0.406)  0.0267
H (4.142, 1.328, -2.194)  0.0693
H (3.526, -0.099, -1.316)  0.0353
H (4.406, 1.170, -0.428)  0.0737
H (3.595, 3.512, 0.084)  0.0788
H (2.786, 2.491, 1.321)  0.0146
H (1.870, 3.803, 0.525)  0.0361
H (2.874, 2.863, -3.021)  0.0653
H (1.877, 4.004, -2.067)  0.0652
H (1.101, 2.680, -2.977)  0.0284
C (0.922, -0.918, -4.171)  -0.5176
C (0.422, -0.308, -5.348)  -0.0755
C (0.821, -0.760, -6.603)  -0.0201
C (1.660, -1.887, -6.723)  0.0080
C (2.091, -2.541, -5.565)  -0.0242
C (1.733, -2.067, -4.300)  -0.0734
S (0.630, -0.100, -2.636)  0.8449
H (-0.596, -0.812, -1.898)  -0.0068
H (-0.240, 0.548, -5.241)  0.1138
H (0.483, -0.233, -7.507)  0.1365
H (1.950, -2.262, -7.703)  0.1355
H (2.701, -3.453, -5.622)  0.1366
H (2.081, -2.553, -3.394)  0.0987
C (-0.533, 1.259, 4.894)  -0.0431
N (0.290, 1.184, 3.696)  -0.0021
C (0.809, 0.072, 3.159)  -0.7218
S (1.596, 0.097, 1.617)  0.6737
N (0.685, -1.113, 3.827)  -0.0309
C (1.006, -1.206, 5.263)  -0.0330
H (-1.253, 0.426, 4.964)  0.0928
H (-1.125, 2.187, 4.819)  0.1122
H (0.084, 1.286, 5.804)  0.1042
H (0.385, 2.033, 3.128)  0.1297
H (1.092, -1.873, 3.270)  0.1251
H (0.088, -1.384, 5.826)  0.0963
H (1.673, -2.049, 5.409)  0.1068
H (1.491, -0.303, 5.661)  0.1021

Computed properties:
Charge: +3
Multiplicity: 1
E_HOMO, eV: -17.4
Gap between HOMO and LUMO, eV: 7.0
ΔE to the lowest compared entry with this formula, charge and spin, kJ/mol: 75.6

---

What is the formula in the first record? C19H18N7O5S6SbW